No. 1
{
  "formula": "C25H27CoN5O2S",
  "method": "ωB97M-V/def2-TZVPD",
  "symbols": ["C", "H", "C", "C", "C", "C", "C", "H", "H", "H", "C", "C", "H", "N", "N", "N", "H", "H", "C", "H", "C", "Co", "C", "C", "H", "H", "O", "H", "C", "H", "H", "H", "C", "C", "C", "H", "H", "H", "H", "S", "C", "H", "N", "C", "H", "C", "H", "H", "C", "C", "H", "H", "H", "O", "C", "C", "N", "C", "H", "C", "H"],
  "positions_angstrom": [[-0.294, 2.039, -1.689], [-4.899, -0.032, -0.674], [0.515, 0.975, -2.509], [-1.219, 1.005, 2.481], [4.614, -2.174, 2.176], [4.966, -0.843, 2.417], [-0.746, 1.543, 3.666], [0.435, 2.678, -1.193], [-0.107, -2.382, -4.459], [-0.897, 2.649, -2.373], [0.066, 0.962, -3.938], [-4.131, -0.753, -0.427], [-2.064, 0.573, -2.331], [0.397, -0.308, -1.851], [-0.873, -0.227, 2.070], [-1.161, 1.431, -0.666], [2.163, 2.875, -3.816], [-1.013, 2.557, 3.936], [-3.452, -2.878, 0.425], [0.024, -2.001, 2.591], [0.316, -0.534, 4.128], [0.035, -0.311, 0.095], [-2.147, -2.505, 0.160], [-2.163, 1.788, 1.607], [3.064, -3.435, 1.363], [-0.440, -0.177, -5.643], [1.914, 1.377, -2.372], [-2.176, 3.178, -0.042], [-0.136, -0.195, -4.602], [0.899, -1.187, 4.763], [-0.065, 1.927, -4.416], [5.266, -2.991, 2.446], [2.575, 1.909, -3.496], [2.866, -0.138, 1.419], [-2.346, 0.832, -1.306], [0.300, -2.344, -2.029], [2.558, 1.224, -4.349], [-0.582, 2.902, 0.679], [-2.587, 2.598, 2.201], [1.800, 1.096, 0.941], [3.413, -2.437, 1.576], [5.909, -0.602, 2.890], [-1.824, -1.322, -0.359], [-2.796, -0.457, -0.658], [-3.669, -3.848, 0.850], [-0.174, -0.991, 2.922], [-2.981, 1.138, 1.300], [-3.175, 1.549, -1.357], [0.061, 0.779, 4.493], [0.016, -1.443, -3.938], [0.463, 1.190, 5.409], [-5.499, -2.231, 0.321], [-1.314, -3.172, 0.359], [1.432, -1.824, 0.628], [0.252, -1.411, -2.588], [4.096, 0.148, 2.044], [2.562, -1.457, 1.201], [-4.465, -1.980, 0.128], [4.314, 1.193, 2.211], [-1.504, 2.409, 0.369], [3.608, 2.064, -3.183]],
  "e_lumo_ev": [0.4, 0.4],
  "gap_ev": [6.46, 6.43],
  "total_charge": 0,
  "e_homo_ev": [-6.04, -6.03],
  "s2": 3.761,
  "multiplicity": 4
}



No. 2
{
  "formula": "C25H27F3N2O3",
  "method": "ωB97M-V/def2-TZVPD",
  "symbols": ["H", "C", "C", "C", "H", "H", "O", "H", "C", "O", "H", "C", "C", "H", "H", "H", "C", "C", "C", "H", "C", "H", "O", "C", "H", "H", "H", "F", "N", "C", "H", "C", "C", "H", "F", "H", "C", "H", "H", "H", "C", "C", "H", "C", "C", "C", "C", "H", "H", "H", "C", "C", "H", "C", "C", "H", "N", "H", "F", "H"],
  "positions_angstrom": [[0.561, 1.957, -2.273], [-6.763, 0.680, 1.641], [-5.647, 1.477, 1.586], [4.339, 0.729, 0.997], [-5.927, -1.768, -0.590], [-7.507, -3.106, 0.530], [-1.327, 2.613, -1.202], [0.894, -1.590, 1.058], [-6.878, -0.490, 0.863], [-8.054, -1.170, 1.038], [-3.032, -2.189, -1.382], [7.718, -0.779, 0.306], [-5.864, -0.877, 0.013], [-9.242, -2.710, 0.585], [2.180, -1.438, -1.603], [-0.023, -1.504, -1.226], [6.644, 0.254, 0.480], [2.807, -1.155, -0.747], [2.096, -0.083, 0.096], [-1.262, -1.012, -0.057], [0.744, -0.612, 0.600], [6.071, 3.566, 0.334], [3.063, -2.289, 0.055], [-0.310, -0.732, -0.506], [-4.097, -1.333, -2.492], [2.787, 1.501, -1.216], [5.194, -1.235, 0.996], [7.333, -1.769, -0.527], [-3.413, 1.666, 0.467], [-8.258, -2.344, 0.296], [-8.249, -2.146, -0.782], [6.907, 1.603, 0.291], [4.611, 2.081, 0.815], [2.446, 1.001, 1.929], [8.860, -0.290, -0.196], [1.536, 1.985, -0.064], [1.860, 1.186, -0.734], [3.822, 2.805, 0.951], [3.551, -2.933, -0.467], [-5.571, 2.372, 2.184], [-1.453, 1.420, -0.965], [-4.620, 1.095, 0.728], [-3.080, 2.556, 0.796], [5.376, -0.182, 0.839], [0.775, 1.000, -1.794], [-2.734, 0.898, -0.450], [5.879, 2.513, 0.469], [3.745, -0.740, -1.140], [3.040, -0.669, 1.929], [-7.591, 0.930, 2.284], [2.964, 0.244, 1.338], [-4.718, -0.077, -0.057], [7.896, 1.931, 0.015], [-3.513, -0.180, -0.811], [-3.230, -1.220, -1.842], [1.092, 0.283, -2.557], [-0.458, 0.524, -1.204], [0.363, 0.070, 1.363], [8.042, -1.384, 1.465], [-2.375, -0.937, -2.449]],
  "e_lumo_ev": 0.5,
  "gap_ev": 8.38,
  "total_charge": 0,
  "smiles": "COc1ccc2[nH]c(C(=O)N3CCC(CO)(Cc4cccc(C(F)(F)F)c4)CC3)c(C)c2c1",
  "e_homo_ev": -7.88
}



No. 3
{
  "formula": "C25H27F9N3O10P2Ta",
  "method": "ωB97M-V/def2-TZVPD",
  "symbols": ["H", "O", "C", "C", "H", "O", "H", "F", "H", "F", "N", "H", "H", "P", "C", "C", "O", "F", "H", "C", "C", "H", "C", "H", "O", "C", "H", "C", "Ta", "P", "C", "O", "O", "H", "H", "O", "C", "C", "C", "C", "C", "O", "C", "O", "C", "O", "F", "H", "F", "C", "H", "N", "H", "C", "H", "C", "H", "H", "H", "F", "C", "C", "F", "H", "F", "H", "C", "N", "H", "H", "H", "H", "H", "F", "H", "C", "C"],
  "positions_angstrom": [[-4.359, 4.922, -1.582], [-0.852, -1.339, -2.091], [-1.013, -3.225, 0.173], [-2.071, -2.513, 0.980], [1.461, 2.376, 1.878], [1.210, 0.118, -2.134], [-1.376, -1.981, -5.241], [-0.529, 0.470, 5.375], [0.445, -1.812, 2.032], [-1.846, 2.798, 4.053], [3.193, -1.523, -0.614], [0.305, -4.079, -1.366], [-4.827, 2.625, -0.780], [0.882, 0.863, -3.474], [-3.811, 2.946, -0.974], [-1.215, 0.652, 3.043], [-0.698, 0.553, -3.703], [0.243, 2.493, 3.666], [2.071, -3.868, -2.690], [-3.548, 4.225, -1.422], [-0.403, -0.076, 4.158], [-2.760, -3.275, 1.352], [-1.460, 2.464, -1.011], [1.142, -0.829, -4.789], [-2.897, -0.734, -3.557], [0.959, -2.510, 1.376], [5.935, 1.025, 0.351], [3.371, -2.591, -1.564], [0.031, -0.210, -0.576], [-1.449, -0.847, -3.420], [4.960, 1.319, 0.721], [1.180, 2.283, -3.525], [1.465, 0.261, 0.495], [-1.655, -2.010, 1.847], [4.984, -0.618, -1.096], [-0.474, 1.591, -0.773], [4.058, -0.614, -0.506], [-2.233, 4.609, -1.681], [-2.749, 0.429, 3.321], [3.859, 0.539, 0.377], [1.069, -3.471, -0.890], [-0.772, -1.830, -4.504], [4.828, 2.447, 1.511], [-0.876, 0.199, 1.844], [-1.178, 3.737, -1.479], [1.589, 0.013, -4.611], [-3.469, 1.238, 2.514], [1.630, -4.132, -0.224], [-3.135, 0.659, 4.580], [2.594, 0.930, 0.834], [0.918, -3.516, 1.803], [0.305, -2.518, 0.032], [3.866, -3.434, -1.070], [-2.763, 2.046, -0.772], [-0.152, 4.003, -1.694], [3.564, 2.829, 1.938], [-0.791, -4.200, 0.617], [1.520, -2.210, -2.591], [-3.184, -2.032, -0.792], [0.898, -0.098, 3.851], [1.986, -3.010, -2.019], [-2.899, -1.553, 0.150], [-1.118, 2.814, 2.019], [-3.811, -1.312, 0.694], [-3.128, -0.824, 3.030], [-1.393, -3.393, -0.833], [-0.989, 2.211, 3.204], [-2.230, -0.283, -0.198], [-2.029, 5.606, -2.050], [1.988, -2.191, 1.258], [3.436, 3.722, 2.537], [5.699, 3.032, 1.776], [-4.100, 0.494, -0.161], [-0.803, -1.361, 4.250], [3.991, -2.292, -2.419], [-3.046, 0.692, -0.352], [2.453, 2.082, 1.589]],
  "e_lumo_ev": -0.5,
  "gap_ev": 8.45,
  "total_charge": 0,
  "e_homo_ev": -8.94
}



No. 4
{
  "formula": "C25H27FHfN8O11S4",
  "method": "ωB97M-V/def2-TZVPD",
  "symbols": ["O", "C", "O", "C", "C", "N", "S", "N", "O", "C", "H", "C", "H", "H", "N", "C", "O", "H", "H", "H", "C", "H", "H", "C", "N", "C", "H", "N", "N", "C", "C", "C", "F", "C", "O", "O", "O", "H", "S", "C", "H", "H", "H", "H", "H", "N", "O", "H", "C", "C", "C", "O", "C", "C", "C", "C", "H", "H", "H", "H", "O", "O", "H", "H", "H", "C", "N", "H", "H", "Hf", "S", "S", "H", "C", "C", "H", "C"],
  "positions_angstrom": [[0.832, -1.575, -1.927], [-2.521, -2.292, 1.072], [3.044, -2.471, -1.587], [-0.227, 5.110, 2.184], [-2.907, 3.144, -0.121], [-1.756, -1.065, 2.778], [1.312, -4.036, 0.118], [1.744, 3.090, 1.972], [1.195, 2.432, 4.093], [1.455, 3.911, 0.895], [-0.378, 4.319, 4.066], [-4.570, -0.057, 0.230], [-4.192, -3.997, -0.188], [3.402, -4.607, 1.031], [-1.619, -1.485, 1.514], [1.047, 3.194, 3.163], [2.024, -0.100, 0.364], [0.393, -4.730, 2.189], [-3.236, -2.741, 1.754], [2.402, 3.169, -3.137], [-3.705, -3.546, -2.240], [-2.981, -2.835, -4.146], [-1.656, 0.449, 4.643], [2.772, -3.720, 1.095], [-4.008, 2.329, -0.011], [-3.572, -3.427, -0.867], [-0.812, 2.556, -0.193], [-0.784, -0.044, 4.541], [-1.834, -1.825, -1.172], [2.232, 1.069, -2.848], [2.952, 2.249, -2.997], [2.460, 1.852, 1.719], [0.291, 5.678, -0.071], [5.016, 1.047, -2.799], [0.191, 2.651, -3.000], [0.430, -2.813, 0.343], [2.100, -2.304, -3.847], [4.882, 3.168, -3.105], [0.922, -1.368, 3.008], [-1.847, 2.304, -0.099], [1.994, 3.712, -0.023], [-5.572, 0.356, 0.352], [2.469, -3.505, 2.118], [-0.440, -5.462, 0.783], [-4.348, -0.652, 1.113], [0.143, 4.238, 3.204], [-1.096, 5.935, 2.330], [-2.974, 4.214, -0.207], [0.524, -5.205, 1.218], [-2.634, -2.538, -0.356], [1.552, 0.844, 1.057], [0.073, 0.828, -1.452], [4.338, 2.241, -2.978], [2.916, -0.134, -2.672], [-0.622, -0.788, 3.425], [4.305, -0.132, -2.644], [-4.433, -4.228, -2.658], [0.044, 0.365, 4.941], [3.269, -2.872, 0.633], [4.822, -1.069, -2.488], [0.302, 0.951, 1.196], [-0.101, 0.356, -3.837], [-4.579, -0.710, -0.644], [6.097, 1.027, -2.779], [-4.968, 2.623, 0.022], [-3.583, 1.047, 0.077], [-2.265, 0.990, 0.019], [-1.286, -1.345, -3.100], [1.148, -6.096, 1.287], [-0.041, -0.790, -0.132], [0.453, 1.248, -2.858], [2.198, -1.765, -2.526], [3.332, 2.035, 1.093], [-1.962, -1.941, -2.498], [0.554, 4.889, 0.971], [2.780, 1.430, 2.671], [-2.902, -2.780, -3.071]],
  "e_lumo_ev": -0.8,
  "gap_ev": 6.92,
  "total_charge": 0,
  "e_homo_ev": -7.69
}